{
  "formula": "C44H48BCoN11Sb",
  "method": "ωB97M-V/def2-TZVPD",
  "elements": ["Co", "C", "C", "C", "C", "N", "N", "B", "N", "N", "C", "C", "C", "C", "C", "C", "C", "C", "C", "C", "N", "N", "C", "C", "C", "C", "C", "C", "C", "C", "C", "C", "C", "C", "C", "C", "C", "C", "H", "H", "H", "H", "H", "H", "H", "H", "H", "H", "H", "H", "H", "H", "H", "H", "H", "H", "H", "H", "H", "H", "H", "H", "H", "H", "H", "H", "C", "Sb", "C", "C", "H", "H", "H", "H", "H", "H", "H", "H", "H", "C", "C", "N", "C", "C", "N", "C", "N", "N", "N", "C", "C", "C", "C", "C", "C", "H", "H", "H", "H", "H", "H", "H", "H", "H", "H", "H"],
  "positions_angstrom": [[0.91145, -0.15268, 0.18777], [2.08055, -2.46828, 4.93397], [1.72335, -1.30078, 4.09767], [1.32585, -0.04498, 4.51817], [1.04875, 0.67802, 3.35277], [1.26065, -0.12038, 2.28997], [1.67115, -1.31308, 2.74967], [2.13515, -2.42828, 1.79847], [3.18325, -1.79678, 0.87697], [2.90035, -0.69488, 0.17097], [4.05005, -0.25058, -0.37353], [5.08085, -1.12968, -0.01793], [4.49305, -2.10108, 0.77307], [5.11685, -3.29658, 1.38677], [4.13095, 0.94852, -1.18003], [5.26545, 1.20452, -1.95413], [5.33215, 2.33682, -2.74183], [4.27145, 3.23022, -2.77223], [3.14405, 2.99612, -1.99623], [3.07705, 1.86832, -1.20053], [0.94865, -2.89898, 0.94517], [0.19945, -2.06258, 0.20517], [-0.75825, -2.80418, -0.40473], [-0.58635, -4.13908, -0.02943], [0.50875, -4.16528, 0.81637], [1.14325, -5.34438, 1.44657], [-1.77995, -2.28918, -1.30193], [-2.63105, -3.16448, -1.98343], [-3.58575, -2.68068, -2.85713], [-3.72125, -1.31808, -3.06983], [-2.89155, -0.43828, -2.39333], [-1.93235, -0.92108, -1.52513], [0.56795, 2.04552, 3.27567], [0.97895, 2.90572, 2.25687], [0.47255, 4.18812, 2.18207], [-0.45235, 4.63032, 3.11807], [-0.83625, 3.79542, 4.15847], [-0.32215, 2.51762, 4.24557], [1.89875, -2.22608, 5.97657], [1.48205, -3.33418, 4.65777], [3.13035, -2.73308, 4.82377], [1.28165, 0.31042, 5.52667], [2.59315, -3.31728, 2.40467], [6.11825, -1.05288, -0.26703], [6.15405, -3.37638, 1.07247], [5.08375, -3.23648, 2.47317], [4.59225, -4.20248, 1.08777], [6.08785, 0.50782, -1.94403], [6.21395, 2.52512, -3.33433], [4.32995, 4.11452, -3.38743], [2.33785, 3.71642, -2.00463], [2.23075, 1.70002, -0.53233], [-1.17745, -4.98198, -0.31653], [0.62435, -6.24998, 1.14457], [2.18535, -5.41918, 1.14147], [1.11765, -5.27468, 2.53207], [-2.53795, -4.22808, -1.84173], [-4.22615, -3.37308, -3.37993], [-4.46275, -0.94738, -3.75903], [-2.99735, 0.62682, -2.53833], [-1.29275, -0.23918, -0.98683], [1.72045, 2.56312, 1.54977], [0.80155, 4.84642, 1.39257], [-0.85425, 5.63022, 3.05697], [-1.53635, 4.14452, 4.90157], [-0.62105, 1.87082, 5.05447], [0.13715, 0.94132, -4.21033], [1.22955, -0.43928, -2.94653], [3.05575, -0.36368, -4.10093], [0.50755, -2.27148, -3.84523], [0.20455, 0.57132, -5.22653], [0.59335, 1.92232, -4.15433], [-0.90265, 0.99702, -3.91413], [2.81295, -0.68968, -5.10673], [3.80715, -1.02178, -3.68133], [3.43785, 0.64972, -4.12973], [0.62445, -2.17638, -4.91963], [-0.53585, -2.43308, -3.60603], [1.09865, -3.10798, -3.48993], [-2.03555, 0.54312, 1.89527], [-1.56865, 1.55252, 0.92077], [-0.50025, 1.44492, 0.14177], [-0.49465, 2.55252, -0.66723], [-1.56335, 3.33232, -0.36493], [-2.23365, 2.69472, 0.64267], [-3.44075, 3.17532, 1.27737], [-4.51195, 2.23942, 1.15537], [-4.97205, 1.59172, 2.23907], [-5.86685, 0.77702, 1.91907], [-6.06845, 0.80642, 0.57347], [-6.92185, 0.08752, -0.25923], [-6.84895, 0.35492, -1.60563], [-5.96875, 1.31702, -2.11973], [-5.11795, 2.04502, -1.31513], [-5.17355, 1.77302, 0.04537], [-1.25345, -0.19568, 2.05017], [-2.91345, 0.01922, 1.51617], [-2.30285, 1.00342, 2.84567], [0.25795, 2.71002, -1.41303], [-1.87845, 4.27622, -0.75963], [-3.70855, 4.13142, 0.81257], [-3.27075, 3.32352, 2.35257], [-7.59925, -0.63848, 0.15637], [-7.49135, -0.17758, -2.28983], [-5.96415, 1.49772, -3.18383], [-4.46165, 2.79962, -1.72313]],
  "atomic_forces_ev_per_a": [[-0.5, 0.6, 1.4], [0.2, -0.2, 0.0], [-0.3, 0.4, 0.0], [0.1, -0.1, -0.4], [0.3, -1.0, 0.1], [-0.4, 0.8, -0.5], [0.2, -0.5, 0.7], [-0.3, 0.7, 0.0], [0.7, -0.6, 0.0], [0.2, 0.7, -0.8], [-0.1, -1.0, 0.6], [-0.3, 0.1, 0.0], [-0.1, 0.3, -0.3], [0.0, -0.1, 0.2], [0.0, 0.4, -0.4], [-0.3, -0.1, 0.2], [0.0, 0.0, 0.0], [-0.2, 0.1, 0.0], [0.0, 0.3, -0.3], [-0.1, -0.5, 0.1], [0.1, -1.1, 0.2], [-0.6, 0.6, -0.7], [0.6, -0.7, 0.6], [0.1, 0.4, -0.1], [-0.2, 0.4, -0.3], [0.1, 0.0, 0.2], [-0.5, 0.3, -0.4], [0.3, 0.1, 0.2], [-0.1, 0.0, -0.1], [0.1, 0.0, 0.0], [0.0, 0.1, -0.2], [0.3, -0.3, 0.1], [-0.2, 0.6, -0.1], [0.0, -0.2, 0.4], [-0.1, 0.1, -0.1], [0.0, 0.0, 0.0], [-0.1, 0.2, -0.1], [0.2, -0.2, -0.3], [0.0, -0.1, 0.1], [0.0, -0.1, 0.1], [0.1, -0.1, 0.0], [0.0, 0.1, 0.2], [0.1, -0.4, 0.2], [0.2, 0.0, 0.0], [0.0, 0.0, 0.0], [0.1, -0.1, 0.1], [0.0, -0.1, 0.0], [0.1, -0.1, 0.0], [0.1, 0.0, -0.1], [0.0, 0.1, 0.0], [-0.1, 0.0, 0.0], [0.1, 0.3, 0.0], [-0.1, -0.2, -0.1], [0.0, 0.0, 0.0], [0.1, -0.1, 0.0], [0.0, 0.0, 0.1], [0.0, -0.2, 0.0], [-0.1, -0.1, -0.1], [-0.1, 0.0, 0.0], [0.0, 0.1, 0.0], [-0.2, 0.1, 0.0], [0.1, 0.0, -0.1], [0.0, 0.1, -0.1], [0.0, 0.1, 0.0], [-0.1, 0.0, 0.1], [-0.1, -0.1, 0.1], [-0.1, 0.3, 0.8], [0.2, -0.3, -2.7], [0.0, 0.1, 0.7], [-0.1, -0.1, 0.7], [0.2, -0.4, -0.1], [0.1, 0.1, 0.1], [-0.1, 0.0, 0.1], [-0.3, -0.1, -0.1], [0.1, -0.1, 0.1], [0.0, 0.2, 0.1], [0.2, 0.4, -0.1], [-0.1, 0.1, 0.1], [0.1, -0.1, 0.1], [0.0, -0.2, 0.0], [-0.2, -0.2, 0.3], [0.3, -0.6, -0.1], [-0.2, 0.3, -0.2], [0.4, 0.0, -0.3], [0.6, -0.3, -0.2], [-0.5, 0.2, 0.5], [-0.3, 0.0, -1.0], [0.6, 0.5, 1.2], [-0.9, -1.0, 0.7], [0.9, 1.0, -1.0], [0.1, 0.0, 0.1], [-0.1, -0.1, 0.0], [0.1, 0.1, 0.0], [0.1, 0.1, -0.1], [-0.5, -0.5, 0.3], [0.0, 0.0, 0.1], [-0.1, 0.0, 0.0], [0.0, 0.0, 0.0], [0.2, 0.1, -0.1], [-0.1, 0.2, -0.1], [0.1, -0.2, 0.1], [0.0, 0.0, -0.3], [-0.1, -0.1, 0.0], [-0.1, 0.0, 0.0], [0.0, 0.1, -0.1], [0.1, 0.1, -0.1]],
  "mulliken_charge": [-0.593, -1.517, 0.796, -1.359, -0.328, 0.542, 0.307, -1.576, 0.783, 0.770, -0.425, -1.787, 0.888, -1.396, 1.292, -0.788, -0.826, -0.781, -0.645, 1.498, 0.904, 1.253, -0.604, -1.380, 0.465, -1.436, 1.110, -0.640, -1.253, -1.197, -1.171, 1.977, 0.574, -0.188, -0.587, -0.631, -0.839, -0.643, 0.415, 0.294, 0.259, 0.667, -0.002, 0.627, 0.429, 0.261, 0.226, 0.378, 0.439, 0.440, 0.513, -0.849, 0.650, 0.432, 0.242, 0.239, 0.406, 0.452, 0.589, 0.771, -0.129, 0.714, 0.484, 0.486, 0.456, 0.439, -1.028, 0.510, -1.171, -0.979, 0.517, 0.421, 0.186, 0.612, 0.415, 0.314, 0.587, 0.204, 0.394, -2.199, 0.966, 1.058, -0.370, -1.799, 0.883, -1.452, 0.931, -0.585, -0.646, 0.395, -0.924, -0.549, -0.711, -0.609, 1.142, 0.145, 0.201, 0.629, 0.297, 0.667, 0.445, 0.261, 0.506, 0.452, 0.494, 0.494],
  "e_tot_ha": -3955.26508,
  "relative_energy_kcal_mol": 0.0,
  "spin_multiplicity": 5,
  "gap_ev": [8.41, 3.53],
  "s2": 6.012,
  "homo_ev": [-13.080, -13.067],
  "lumo_energy_ev": [-4.7, -9.5],
  "charge": 2
}